Record 1
A structure of composition C33H46BEuN8O2S3 at a distorted geometry. Source: OMol25; level of theory: ωB97M-V with the def2-TZVPD basis set.

The expectation value of S² is 15.76. The relative energy (zero: lowest compared OMol25 entry of this formula, charge and spin) comes out at 42.9 kJ/mol. Its spin multiplicity is 8. The charge is +1.

Structure (XYZ):
```
94
C33H46BEuN8O2S3 | OMol25 | ωB97M-V with the def2-TZVPD basis set
Eu 0.138 -0.174 -0.085
C 1.292 6.309 1.371
C 1.392 4.963 0.645
C 2.734 4.346 1.020
C 1.326 5.166 -0.869
N 0.197 4.149 1.040
C -1.054 4.745 0.974
C -1.955 3.862 1.426
N -1.289 2.703 1.759
B -2.117 1.569 2.421
N -3.043 0.864 1.391
C -4.174 0.228 1.849
C -4.857 -0.237 0.790
N -4.153 0.111 -0.349
C -3.036 0.789 0.040
S -1.840 1.496 -1.001
C -4.590 -0.259 -1.733
C -3.546 -1.180 -2.376
C -5.897 -1.038 -1.630
C -4.843 1.006 -2.552
N -1.222 0.561 3.196
C -0.684 0.952 4.401
C 0.010 -0.081 4.910
N -0.096 -1.135 4.019
C -0.862 -0.723 2.973
S -1.358 -1.677 1.619
C 0.572 -2.461 4.209
C 1.527 -2.743 3.040
C -0.488 -3.556 4.348
C 1.387 -2.412 5.498
C 0.028 2.877 1.497
S 1.211 1.628 1.691
H 2.167 6.909 1.122
H 1.272 6.160 2.451
H 0.411 6.879 1.080
H 3.513 5.074 0.786
H 2.933 3.436 0.467
H 2.787 4.121 2.083
H 2.198 5.729 -1.204
H 0.436 5.725 -1.160
H 1.311 4.205 -1.385
H -1.204 5.743 0.609
H -3.022 3.950 1.533
H -2.836 2.081 3.231
H -4.394 0.152 2.900
H -5.777 -0.787 0.765
H -3.318 -2.004 -1.695
H -2.634 -0.646 -2.617
H -3.949 -1.596 -3.300
H -5.768 -1.968 -1.074
H -6.226 -1.293 -2.636
H -6.686 -0.444 -1.168
H -3.935 1.586 -2.688
H -5.587 1.631 -2.056
H -5.227 0.731 -3.536
H -0.832 1.942 4.795
H 0.570 -0.137 5.822
H 0.979 -3.043 2.152
H 2.199 -3.558 3.315
H 2.127 -1.857 2.814
H -1.110 -3.623 3.460
H -1.127 -3.355 5.209
H 0.005 -4.517 4.501
H 2.174 -1.658 5.454
H 1.856 -3.384 5.639
H 0.749 -2.226 6.363
O 7.216 -1.891 -0.227
C 6.796 -0.546 -0.180
C 5.317 -0.472 -0.429
C 4.702 0.732 -0.743
C 3.332 0.751 -0.901
N 2.560 -0.330 -0.785
C 3.153 -1.512 -0.539
C 4.523 -1.607 -0.343
C 2.266 -2.707 -0.553
C 2.750 -3.990 -0.352
C 1.893 -5.078 -0.446
C 2.404 -6.464 -0.171
O 3.165 -6.410 1.023
C 0.570 -4.836 -0.781
C 0.157 -3.528 -0.950
N 0.966 -2.479 -0.817
H 8.173 -1.932 -0.158
H 7.314 0.074 -0.919
H 6.988 -0.106 0.807
H 5.275 1.643 -0.864
H 2.821 1.674 -1.145
H 5.007 -2.548 -0.131
H 3.786 -4.168 -0.100
H 3.023 -6.789 -1.016
H 1.562 -7.155 -0.082
H 3.581 -7.263 1.174
H -0.135 -5.650 -0.889
H -0.881 -3.304 -1.170
```

Here are the Mulliken charges for atoms 1 to 2, given in e: number 1, Eu, carries 0.855; number 2, C, carries -1.726

***

Record 2
The ion C30H33N4O with charge +1 at a distorted geometry. Source: OMol25; level of theory: ωB97M-V with the def2-TZVPD basis set.

Its structure (SMILES) is CN(c1ccccc1)c1ccc(C(c2ccc(N(C)c3ccccc3)cc2)[N+](C)(C)NC=O)cc1. The relative energy (zero: lowest compared OMol25 entry of this formula, charge and spin) comes out at 75.4 kJ/mol. Its spin multiplicity is 1. The charge is +1.

Structure (XYZ):
```
68
C30H33N4O | OMol25 | ωB97M-V with the def2-TZVPD basis set
C 1.470 2.487 0.212
N 0.878 3.108 1.443
C 0.807 1.994 2.427
N -0.460 3.533 1.052
C -1.353 2.653 0.496
O -1.073 1.527 0.114
H 1.270 1.417 0.298
H 0.960 2.915 -0.656
H 2.547 2.609 0.159
H 1.774 1.478 2.409
H 0.576 2.331 3.438
H 0.036 1.315 2.060
H -0.864 4.386 1.428
H -2.374 3.116 0.472
C 8.135 4.351 2.567
N 7.268 3.246 2.159
C 7.742 1.932 2.342
C 8.612 1.614 3.403
C 8.958 0.281 3.642
C 8.528 -0.722 2.763
C 7.720 -0.388 1.665
C 7.293 0.923 1.467
C 5.867 3.530 2.091
C 5.299 4.084 0.931
C 3.936 4.324 0.892
C 3.107 4.036 1.999
C 1.605 4.322 1.932
C 1.050 4.949 3.218
C -0.193 4.639 3.778
C -0.563 5.083 5.050
C 0.151 6.073 5.747
N -0.212 6.486 7.038
C 0.468 7.614 7.691
C -1.034 5.712 7.899
C -0.582 5.381 9.198
C -1.258 4.421 9.959
C -2.428 3.820 9.473
C -2.955 4.253 8.251
C -2.286 5.213 7.486
C 1.311 6.556 5.080
C 1.745 5.997 3.875
C 3.689 3.592 3.189
C 5.042 3.308 3.211
H 7.781 5.276 2.094
H 8.148 4.459 3.665
H 9.166 4.181 2.226
H 8.946 2.407 4.075
H 9.564 0.023 4.512
H 8.862 -1.750 2.903
H 7.412 -1.151 0.945
H 6.632 1.204 0.643
H 5.927 4.298 0.067
H 3.483 4.801 0.014
H 1.470 5.049 1.123
H -0.913 4.022 3.258
H -1.433 4.636 5.515
H -0.145 7.995 8.520
H 1.425 7.324 8.146
H 0.630 8.443 6.993
H 0.351 5.812 9.572
H -0.864 4.126 10.929
H -2.948 3.055 10.054
H -3.894 3.841 7.881
H -2.707 5.549 6.536
H 1.889 7.364 5.537
H 2.657 6.406 3.444
H 3.115 3.558 4.116
H 5.497 2.921 4.125
```

Here are the natural (NBO) charges for atoms 1 to 2, given in e: number 1, C, carries -0.416; number 2, N, carries -0.051

***

Record 3
A structure of composition CH2N2P2 at a distorted geometry. Source: OMol25; level of theory: ωB97M-V with the def2-TZVPD basis set.

The relative energy (zero: lowest compared OMol25 entry of this formula, charge and spin) comes out at 223.6 kJ/mol. Its spin multiplicity is 1. The charge is 0.

Structure (XYZ):
```
7
CH2N2P2 | OMol25 | ωB97M-V with the def2-TZVPD basis set
C -0.417 0.855 -0.806
N -0.713 -0.387 -0.689
N 1.406 -0.222 0.681
P 1.173 1.209 0.095
P 0.360 -1.408 0.103
H -1.275 1.400 -1.180
H -0.536 -1.447 1.796
```

Here are the natural (NBO) charges for atoms 1 to 2, given in e: number 1, C, carries -0.263; number 2, N, carries -0.735

***

Record 4
The molecule C3H6FNO at a distorted geometry. Source: OMol25; level of theory: ωB97M-V with the def2-TZVPD basis set.

Its structure (SMILES) is N[C@@H]1[C@@H](O)[C@H]1F. The relative energy (zero: lowest compared OMol25 entry of this formula, charge and spin) comes out at 413.4 kJ/mol. Its spin multiplicity is 1. The charge is 0.

Structure (XYZ):
```
12
C3H6FNO | OMol25 | ωB97M-V with the def2-TZVPD basis set
C -0.571 -0.132 -0.600
C 0.567 -0.519 0.284
C 0.341 0.893 0.102
H -2.481 -0.711 -0.203
H -1.628 0.500 0.680
H -0.329 -0.342 -1.684
H 0.532 -0.761 1.546
H 2.571 -0.743 0.012
H -0.146 1.285 0.958
N -1.942 0.164 -0.299
O 1.629 -1.240 -0.386
F 1.456 1.605 -0.408
```

Here are the natural (NBO) charges for atoms 1 to 2, given in e: number 1, C, carries -0.106; number 2, C, carries 0.049